Density functional theory data (ωB97M-V/def2-TZVPD) for a 3-piece molecular cluster, C35H78BrNO14PS2 overall.

Output
Multiplicity: 1
Energy: -168705.6284 eV
Energy above the lowest of the compared OMol25 structures with the same formula, charge and spin: 489.7 kJ/mol
E_HOMO: -5.1 eV
HOMO-LUMO gap: 7.1 eV
Charge: -1
Maximum force: 6.46 eV/A

The geometry in XYZ format:
```
132
Properties=species:S:1:pos:R:3:forces:R:3:lowdin_charge:R:1
C 7.390295 -4.798669 -2.112030 -0.2772 0.6849 -0.0995 -0.0883
C 6.443448 -4.389439 -3.345170 1.8390 0.2657 0.7742 -0.2714
O 5.395875 -5.329032 -3.580143 -0.1655 0.6392 -0.1759 -0.1833
C 4.090088 -4.728659 -3.467725 -0.7747 0.9100 0.5326 -0.1772
C 2.958614 -5.594443 -4.201897 2.1090 0.3915 -0.4650 -0.1601
O 1.771647 -4.835882 -4.439565 0.0100 -1.7376 1.0269 -0.1683
C 0.584137 -5.658512 -4.284403 -1.0270 1.2827 0.5687 -0.1413
C -0.528334 -4.638967 -3.739243 0.6418 -1.4178 -1.1965 -0.1763
O -0.272967 -4.519952 -2.350269 0.3121 0.2038 -0.4621 -0.2273
C -0.694044 -3.305345 -1.736402 -2.9598 0.4775 -1.1997 -0.3670
P 0.481886 -2.388490 -0.528982 2.2969 -0.4348 0.1575 0.4110
S -0.746582 -0.646920 -1.164070 -1.7565 1.8052 -0.9214 0.5631
C 1.586157 -1.154409 0.434760 0.7512 2.1496 0.9474 -0.3558
C 3.132492 -1.370864 0.593896 1.1678 0.0776 1.6345 -0.2005
C 3.553548 -1.555679 2.146904 0.2838 0.2773 -0.6338 -0.2122
O 4.773810 -0.778104 2.391099 0.0804 -1.3802 0.4629 -0.2554
C 5.909381 -1.650149 2.527939 0.1143 0.5551 -0.6728 -0.1398
C 1.627473 -2.074214 -2.058845 1.2933 0.0214 -2.3905 -0.3199
C 1.708618 -0.671360 -2.778794 2.1713 -0.3390 -2.0103 -0.3047
C 0.830335 -0.558649 -4.138859 0.0182 0.9369 2.5128 -0.2288
S 1.768787 -0.996007 -5.657671 -0.9812 1.2997 -6.2525 0.7239
O 2.286965 0.266095 -6.307315 -0.5346 -2.6754 2.5445 -0.3754
O 0.880921 -1.711004 -6.649269 1.7980 0.9535 3.1900 -0.3728
O 3.066860 -1.985747 -5.371883 -1.1900 0.8223 0.9964 -0.2113
C 1.509027 -3.943598 -0.108773 1.2117 -2.3797 0.9784 -0.2605
C 0.776972 -5.310215 0.269844 0.0996 -0.6206 0.4425 -0.2174
N 1.411375 -6.475878 -0.479445 -0.5290 0.2586 -0.0684 -0.1140
C 0.341922 -7.416569 -0.888776 -0.5252 -1.3263 0.2177 -0.2410
C 0.829875 -8.657679 -1.758349 -0.8987 -0.3532 0.1423 -0.0840
C 2.461962 -7.114838 0.290691 1.6448 -1.1893 0.6899 -0.4191
C 3.866007 -7.307347 -0.456780 -0.9794 -0.7426 -0.4217 -0.0028
O 2.386213 -7.578747 1.429643 -0.5286 1.2629 -2.0474 0.0613
C -0.720730 -2.688441 0.972883 -2.0773 -0.4819 0.6214 -0.6906
Br 0.171165 -3.121696 2.748467 -0.0137 -0.0031 -0.4253 0.6590
C -1.839162 -1.654794 1.380611 -1.4286 -0.9806 2.4148 -0.4174
C -1.461063 -0.381716 2.245571 -0.9845 0.5726 0.0046 -0.1807
H 7.967899 -3.869227 -1.786802 -0.6639 -1.1333 -0.5130 0.0731
H 8.153876 -5.572470 -2.415724 -1.0334 0.6239 0.4732 0.0667
H 6.781234 -5.110775 -1.205738 0.7147 0.1247 -1.2136 0.0725
H 6.099416 -3.335759 -3.131844 -0.1587 -1.1672 -0.3003 0.1157
H 7.146890 -4.315113 -4.241944 -1.1190 -0.2121 0.8128 0.1191
H 3.860916 -4.596721 -2.354504 -0.0055 -0.2101 -1.3639 0.1153
H 4.149698 -3.687732 -3.903121 -0.4304 -1.0921 0.2711 0.1042
H 2.817900 -6.522668 -3.575699 -0.2148 0.8576 -0.7836 0.1165
H 3.404723 -5.844981 -5.223830 -0.4432 -0.1428 1.2767 0.1356
H 0.703935 -6.441244 -3.481845 0.1305 0.7729 -0.8945 0.0896
H 0.291374 -6.130408 -5.268303 0.2743 0.4799 0.9112 0.1292
H -0.391736 -3.700039 -4.352329 -0.1751 -0.6036 0.9176 0.1226
H -1.562467 -5.062228 -3.966418 0.9820 0.5067 0.4212 0.1300
H -1.746397 -3.475175 -1.301966 1.2578 0.1386 -0.2992 0.1057
H -0.920350 -2.582897 -2.600478 0.4368 -0.6861 1.2432 0.0428
H -0.616810 0.425989 -0.336591 0.1384 -0.6769 -0.1096 -0.1570
H 1.507880 -0.118461 -0.047981 -0.0334 -1.6177 0.1651 0.0500
H 1.197206 -0.875442 1.473555 0.3067 -0.8169 -1.2492 0.0420
H 3.626375 -2.237756 0.075815 -0.9181 0.7605 0.1279 0.0855
H 3.728625 -0.449409 0.274442 -0.9287 -1.1029 0.3226 0.1177
H 3.768524 -2.646315 2.393764 -0.4823 1.2563 -0.2290 0.1100
H 2.788557 -1.146993 2.863080 0.5781 -0.4839 -0.8567 0.1036
H 6.805877 -0.996443 2.760680 -1.0195 -0.8109 -0.2324 0.0880
H 5.754543 -2.404950 3.356855 0.2290 0.6713 -0.9339 0.0881
H 6.069916 -2.146226 1.511095 0.0729 0.2146 1.4105 0.0945
H 2.713269 -2.395135 -1.886133 -1.4375 0.5581 0.2219 0.0714
H 1.376419 -2.745254 -2.958656 0.1079 0.4368 1.4754 0.0819
H 1.715984 0.275262 -2.186568 -0.6527 -1.0021 -0.3850 0.0833
H 2.763061 -0.644890 -3.254259 -1.1192 0.0134 0.9081 0.0965
H -0.154172 -1.095907 -4.066803 1.2472 0.1103 -0.4607 0.0797
H 0.582211 0.548931 -4.239315 0.5165 -1.4756 -0.5836 0.1174
H 3.592374 -2.127063 -6.181687 -0.6554 0.4351 0.0253 0.0985
H 2.200885 -3.828161 0.794461 -0.8772 0.4710 -1.1790 0.0634
H 2.219688 -4.268882 -0.943085 -1.1870 0.7035 0.8382 0.0718
H 0.869382 -5.584307 1.374077 -0.2271 0.7302 -1.3005 0.0907
H -0.315909 -5.380574 0.025208 1.0524 0.4370 0.1094 0.0966
H -0.493695 -6.917156 -1.479325 1.4286 -0.0921 0.8207 0.1156
H -0.154527 -7.810181 0.060138 0.4615 0.2305 -1.0124 0.1221
H 0.181865 -9.542821 -1.442092 0.9489 1.0018 -0.4364 0.0771
H 0.602609 -8.504247 -2.861445 0.5939 -0.0876 1.3208 0.0629
H 1.906921 -8.950079 -1.611207 -1.1256 0.4092 -0.1754 0.0577
H 4.745817 -7.162526 0.228384 -1.0401 0.0996 -0.6538 0.0806
H 3.876303 -8.412608 -0.750288 0.0508 1.3284 0.3948 0.0787
H 3.923227 -6.734757 -1.426105 0.0700 -0.3844 1.2462 0.0540
H -1.322950 -3.648489 0.823792 1.0778 1.1774 0.0266 0.0530
H -2.691684 -1.496196 0.645259 1.7939 0.1002 0.3605 0.0871
H -2.426706 -2.248470 2.185495 0.7457 0.6309 -1.0266 0.0859
H -2.402301 0.265771 2.297849 1.2033 -0.7148 -0.1053 0.0774
H -0.638462 0.277661 1.870459 -0.6474 -0.7248 0.1757 0.0414
H -1.239573 -0.663364 3.320533 -0.0478 0.1834 -1.3776 0.0433
C -2.993691 5.339836 2.795089 0.1036 -0.1886 0.1393 -0.1099
O -3.025879 4.495217 3.928915 -0.2827 0.1613 0.0107 -0.2036
C -2.782298 5.201667 5.137652 0.0296 -0.5654 -0.1457 -0.1995
C -3.431404 4.485762 6.313239 -0.0325 0.2789 0.0497 -0.1758
O -4.838218 4.712805 6.408214 0.1030 -0.1315 -0.1686 -0.1356
C -5.648096 4.048034 5.439966 -0.1532 -0.0672 0.2764 -0.1780
C -5.763726 2.548150 5.678372 0.3088 0.0726 -0.5060 -0.2020
O -4.598942 1.881605 5.211341 0.0720 0.0240 0.3368 -0.2043
C -4.380820 0.651335 5.874691 0.0224 0.1597 -0.2618 -0.1055
H -2.001545 5.789306 2.680012 -0.0690 0.1455 -0.0840 0.0896
H -3.213571 4.736808 1.914305 0.0550 -0.0712 0.0921 0.0903
H -3.754095 6.122442 2.877120 0.0783 0.1565 -0.0347 0.0828
H -3.172692 6.223673 5.074345 -0.0223 0.0154 0.0307 0.1251
H -1.696439 5.238836 5.286304 0.0410 0.1752 0.1690 0.1262
H -3.010631 4.901923 7.232955 -0.0832 0.0815 -0.0429 0.1241
H -3.203606 3.419200 6.316004 0.0201 0.0051 -0.2609 0.1192
H -5.316943 4.273123 4.425635 0.1324 -0.2202 -0.0125 0.1187
H -6.645999 4.481294 5.554006 0.0477 -0.0139 0.1052 0.1236
H -6.620349 2.152346 5.117762 -0.1816 0.0714 0.1365 0.1252
H -5.915346 2.361983 6.748206 -0.0074 0.0336 0.0078 0.1249
H -4.258045 0.812741 6.950812 -0.0988 -0.0783 0.0738 0.0855
H -3.460903 0.214461 5.486059 -0.0804 0.0631 -0.0783 0.0868
H -5.210655 -0.038341 5.687284 0.0095 -0.0825 0.1242 0.0879
C -0.656108 10.496310 -1.805262 -0.2745 -0.0891 -0.0913 -0.1137
O -1.937162 9.944646 -1.577550 0.1663 0.1073 0.2562 -0.2067
C -1.879135 8.563419 -1.239294 -0.4276 0.2435 -0.1760 -0.1933
C -3.087189 8.166615 -0.403254 0.2376 -0.1656 0.1209 -0.1709
O -2.979790 8.554922 0.966959 -0.0531 0.1886 -0.1848 -0.1402
C -3.135316 9.946074 1.239402 -0.1905 -0.1811 0.2209 -0.1756
C -4.573231 10.429795 1.101891 0.3326 0.2375 -0.3718 -0.1983
O -4.902789 10.627836 -0.267488 -0.1754 -0.2655 -0.0001 -0.2056
C -6.292353 10.517388 -0.505150 0.2921 0.1103 -0.0319 -0.1128
H -0.171282 10.003652 -2.655124 0.1461 0.0257 0.0522 0.0883
H -0.776653 11.555507 -2.031725 -0.0852 -0.0608 -0.0251 0.0865
H -0.032965 10.402367 -0.910556 0.1326 -0.0597 -0.0270 0.0864
H -0.963173 8.339959 -0.681500 -0.0148 -0.0224 0.0276 0.1276
H -1.879340 7.993394 -2.175637 0.0794 -0.2185 0.0719 0.1282
H -3.140329 7.074524 -0.388919 0.0954 0.0398 0.0726 0.1260
H -4.020583 8.522139 -0.841216 0.1235 0.1934 -0.1049 0.1191
H -2.446165 10.545404 0.643501 -0.1805 0.0569 -0.1683 0.1184
H -2.841851 10.068231 2.285909 -0.0654 -0.0941 -0.0139 0.1261
H -4.686409 11.394364 1.613091 -0.0105 -0.0718 0.2210 0.1251
H -5.246727 9.696726 1.560944 0.0299 -0.0131 0.0092 0.1263
H -6.652434 9.523620 -0.220190 -0.1127 0.0200 0.0881 0.0871
H -6.465652 10.651874 -1.572964 0.0849 0.0504 0.0544 0.0878
H -6.840086 11.289826 0.045334 -0.1307 -0.0688 0.0244 0.0861
```
Positions in Å, forces in eV/Å.